DFT (the ωB97M-V functional and the def2-TZVPD basis) results for C31H30BN8O2PdSe as an isolated structure.

```
74
Properties=species:S:1:pos:R:3:forces:R:3
Pd 0.2548 -1.9393 1.0453 0.105 -0.401 -0.184
C 1.3861 -3.2509 3.5655 0.017 0.032 -0.009
N 1.1086 -3.7885 2.2187 -0.010 0.066 0.036
C 2.2858 -4.2366 1.4508 0.026 0.009 0.008
C 2.7703 -3.1467 0.5435 0.003 0.030 0.000
N 2.0617 -2.0678 0.2301 -0.053 0.016 -0.102
C 2.8409 -1.2713 -0.6257 0.011 -0.005 0.086
C 2.6300 -0.0252 -1.2108 -0.024 -0.003 -0.014
C 3.6471 0.4775 -1.9936 0.014 -0.007 -0.003
C 4.8459 -0.2264 -2.1986 -0.003 0.009 -0.001
C 5.0675 -1.4553 -1.6170 0.007 -0.003 -0.003
C 4.0407 -1.9540 -0.8241 0.005 -0.002 0.003
N 3.9497 -3.1254 -0.0742 0.053 0.037 0.036
C 1.5820 -1.7650 3.5104 -0.019 0.037 -0.013
N 1.1578 -0.9837 2.5192 -0.030 0.059 0.100
C 1.6274 0.3229 2.7645 0.017 -0.066 0.013
C 1.5982 1.5081 2.0312 -0.049 -0.038 0.030
C 2.1978 2.6130 2.5968 -0.004 0.003 -0.009
C 2.8164 2.5639 3.8568 0.006 0.006 -0.006
C 2.8765 1.3934 4.5786 0.003 -0.008 0.008
C 2.2820 0.2800 3.9966 -0.014 -0.025 -0.011
N 2.2308 -1.0455 4.4209 0.053 0.003 0.025
H 0.5440 -3.4865 4.2197 -0.020 0.015 -0.034
H 2.2718 -3.7128 4.0100 -0.017 -0.014 0.021
H 0.4591 -4.5606 2.3059 0.038 -0.032 0.010
H 3.0975 -4.5621 2.1072 0.001 -0.008 -0.006
H 2.0017 -5.1015 0.8482 -0.017 0.004 -0.008
H 1.7122 0.5277 -1.0800 0.012 -0.017 -0.013
H 3.5208 1.4416 -2.4667 -0.002 -0.001 -0.002
H 5.6121 0.2095 -2.8245 0.000 0.000 0.000
H 5.9910 -1.9980 -1.7665 -0.002 0.000 -0.002
H 4.6700 -3.8289 0.0091 -0.008 -0.007 -0.013
H 1.1347 1.5836 1.0614 -0.054 -0.015 -0.051
H 2.1934 3.5478 2.0532 -0.003 -0.002 0.002
H 3.2658 3.4609 4.2597 -0.003 0.000 0.000
H 3.3673 1.3407 5.5411 0.000 0.000 -0.003
H 2.6413 -1.4081 5.2701 -0.003 0.005 0.001
C -2.2355 4.9941 -3.6836 -0.006 -0.001 -0.003
C -2.8310 3.5789 -3.7292 -0.011 -0.006 -0.005
C -4.3658 3.6603 -3.7526 0.024 0.012 0.003
C -2.3586 2.8928 -5.0098 0.001 -0.003 -0.019
C -2.3962 2.8134 -2.4809 0.001 0.005 0.018
C -2.7356 3.3183 -1.2148 -0.004 -0.004 0.000
C -2.3922 2.6966 -0.0212 -0.007 0.001 0.002
C -1.6847 1.5252 -0.1474 0.012 0.002 -0.005
O -1.1946 0.6653 0.8715 0.060 0.013 0.008
B -0.5554 -0.2778 0.1544 -0.076 0.003 -0.069
O -0.6076 -0.1920 -1.1877 -0.004 0.030 -0.016
C -1.3392 1.0149 -1.3787 -0.004 0.001 0.019
C -1.6701 1.6219 -2.5660 0.001 -0.011 0.001
H -2.5340 5.5441 -4.5761 -0.001 0.003 -0.003
H -1.1445 4.9632 -3.6555 -0.010 -0.006 -0.001
H -2.5846 5.5596 -2.8195 0.001 0.000 0.005
H -4.6904 4.1959 -4.6449 0.002 0.003 0.000
H -4.7599 4.1945 -2.8876 -0.002 -0.001 0.001
H -4.8139 2.6650 -3.7746 0.009 0.004 -0.001
H -2.6842 3.4769 -5.8695 0.000 -0.001 -0.005
H -2.7841 1.8926 -5.1193 0.001 0.000 -0.001
H -1.2693 2.8236 -5.0589 -0.007 0.004 -0.005
H -3.2950 4.2417 -1.1577 -0.002 0.001 -0.002
H -2.6660 3.1097 0.9396 0.003 -0.002 -0.003
H -1.3793 1.1916 -3.5130 0.000 0.000 0.007
Se -1.6417 -4.1174 -1.6622 -0.020 0.018 0.016
N -3.2451 -4.1593 -0.9684 0.029 -0.012 -0.024
C -3.2589 -3.4903 0.1769 0.039 0.042 0.004
C -4.3386 -3.2008 1.0687 0.041 0.021 0.021
C -4.0618 -2.4116 2.1514 0.021 -0.015 -0.032
C -2.7574 -1.8860 2.3923 -0.041 0.021 -0.089
N -1.7447 -2.1654 1.6015 0.035 -0.092 0.024
C -1.9990 -2.9556 0.5216 -0.001 0.077 0.040
N -0.9733 -3.1611 -0.2874 -0.116 0.232 0.211
H -5.3332 -3.5824 0.8755 0.000 0.006 0.003
H -4.8427 -2.1484 2.8513 0.000 -0.004 0.001
H -2.5728 -1.2227 3.2285 -0.005 -0.015 0.010
```
Forces are in eV/Å.

Summary:
* Kohn-Sham gap: 5.2 eV
* total charge: +3
* 2S+1: 1
* largest force on an atom: 0.45 eV/Å
* ΔE to the lowest compared entry with this formula, charge and spin: 0.00 kcal per mole

Atom charges from the Mulliken analysis, given in e for atoms 1 to 8: 0.188 -1.158 -0.089 -1.097 0.181 0.742 0.159 0.176

=====

DFT (the ωB97M-V functional and the def2-TZVPD basis) results for one molecule with the formula C17H20N2O4.

```
43
Properties=species:S:1:pos:R:3:forces:R:3
O 1.6027 0.4212 -0.5618 -0.884 -1.114 1.102
N -3.3193 3.5092 1.6202 -3.469 1.329 -0.884
O -4.6082 0.9004 -0.5953 -0.192 3.628 1.851
O 1.4412 -0.8611 1.3232 -0.201 0.554 -1.372
O 0.8847 3.0441 0.5132 -1.575 1.114 0.514
C 0.9708 0.0355 0.4211 1.032 2.385 0.333
C -2.2457 2.9257 1.2434 1.205 -0.929 1.779
C -3.7947 1.8142 0.1124 -0.709 1.373 0.221
C -2.4416 1.9122 0.3473 -0.314 -2.353 -0.932
C -2.4078 -2.8640 -1.5319 -1.560 -2.034 1.620
C -2.7138 -2.4957 -0.2395 -0.210 0.731 0.733
C -1.8124 -1.9950 -2.3429 2.179 2.597 -1.930
C -2.3588 -1.2129 0.1537 -2.330 -0.137 3.322
C -1.4247 -0.7075 -1.9132 0.539 0.732 -0.497
C -1.7566 -0.2482 -0.5955 1.294 -1.763 -3.315
N -4.3159 2.9586 0.7955 -0.543 -2.705 -0.946
C 3.2716 -2.0632 2.2542 0.265 0.838 0.701
C 2.8391 -1.1612 1.1289 0.566 0.536 1.011
C 1.1589 2.0825 2.5643 1.167 -1.449 5.056
C -1.0177 3.0044 2.1050 -0.338 -0.617 -0.135
C -1.3118 1.0595 -0.1066 0.274 0.761 -0.462
C 0.2157 2.2862 1.5594 -1.492 -0.784 -4.655
C -0.2038 0.8820 0.9616 -1.720 -0.577 -0.499
H -4.0933 0.1824 -0.8954 1.304 -1.285 -0.494
H 1.3233 2.4591 -0.0976 0.219 -0.662 -0.333
H -2.6967 -3.8322 -1.8751 -0.059 -0.565 -0.298
H -3.2816 -3.0576 0.5272 0.524 -0.109 -0.992
H -1.5212 -2.2769 -3.3596 -0.242 0.025 0.336
H -2.8045 -0.9566 1.1691 1.031 0.033 -1.085
H -0.8058 -0.0790 -2.6603 -1.218 -0.834 1.513
H -5.3574 3.1171 0.7810 2.022 0.294 0.736
H 3.1689 -1.6067 3.2741 -0.142 -0.364 -0.990
H 4.3248 -2.2369 2.0958 0.461 -0.233 0.086
H 2.7674 -3.0081 2.2015 -0.349 -0.485 0.149
H 3.0742 -1.6082 0.1847 -0.457 -0.388 -0.692
H 3.4243 -0.2220 1.1316 -0.467 -0.208 0.138
H 0.7765 1.0698 3.0260 1.395 2.020 0.201
H 1.0180 2.9671 3.2774 1.015 -1.426 -0.472
H 2.1773 1.9801 2.1740 -0.226 0.003 0.375
H -1.2348 2.5926 3.1542 0.255 0.831 -1.493
H -0.7866 4.0398 2.0835 0.642 1.087 0.841
H -0.9370 1.6211 -0.9494 0.746 -0.091 -0.446
H -0.7436 0.2903 1.7174 0.562 0.241 0.306
```
Forces are in eV/Å.

Summary:
* Kohn-Sham gap: 9.3 eV
* total charge: 0
* 2S+1: 1
* SMILES string: CCOC(=O)[C@@H]1[C@@H](c2ccccc2)c2c(n[nH]c2O)C[C@]1(C)O
* largest force on an atom: 5.39 eV/Å
* ΔE to the lowest compared entry with this formula, charge and spin: 99.08 kcal per mole

Atom charges from the Mulliken analysis, given in e for atoms 1 to 8: -0.686 -0.875 -0.632 -0.310 -0.684 -0.508 -0.399 -0.293

=====

DFT (the ωB97M-V functional and the def2-TZVPD basis) results for C32H28ClF3N5NaO2S3 as an isolated structure.

```
75
Properties=species:S:1:pos:R:3:forces:R:3
Na -0.5975 -0.1882 0.1142 -0.362 0.301 0.222
Cl 4.4347 -4.5810 3.9934 0.059 -0.020 0.020
C 3.1757 -3.5755 3.2984 0.105 0.170 -0.118
C 1.8322 -3.8583 3.5805 -0.084 -0.118 0.125
C 0.8330 -3.0791 3.0725 -0.021 0.112 -0.001
C 1.0922 -1.9394 2.2219 0.137 0.080 -0.035
O 0.1806 -1.2072 1.7853 0.088 -0.595 0.546
C 2.4944 -1.7111 1.9311 0.048 0.138 -0.163
C 2.9214 -0.6533 1.0516 -0.171 0.005 0.019
N 2.1473 0.0378 0.2976 0.347 -0.092 -0.066
C 2.7079 0.9828 -0.5555 -0.195 -0.025 0.001
C 3.9081 0.8479 -1.2169 -0.036 0.143 -0.070
C 4.3492 1.8359 -2.1266 0.007 -0.110 0.065
C 3.5905 2.9378 -2.3942 -0.068 0.071 -0.003
C 2.3295 3.0972 -1.7614 0.091 0.083 -0.138
C 1.4554 4.1781 -2.0404 0.057 -0.052 0.001
C 0.2310 4.2192 -1.4449 -0.017 -0.126 0.083
C -0.1296 3.1738 -0.5542 0.073 0.215 -0.094
N 0.6669 2.1850 -0.2549 -0.100 0.026 0.037
C 1.8859 2.1276 -0.8443 -0.005 -0.154 -0.018
C 3.4958 -2.5100 2.4966 -0.005 -0.170 0.131
H 1.5973 -4.7088 4.2110 -0.010 0.006 -0.016
H -0.2058 -3.2933 3.2898 -0.025 -0.009 0.012
H 4.0054 -0.4512 1.0624 -0.006 0.015 0.013
H 4.5044 -0.0434 -1.0715 0.002 -0.028 0.021
H 5.3012 1.6953 -2.6258 -0.007 0.022 -0.024
H 3.9185 3.6876 -3.1055 0.025 -0.005 0.001
H 1.7726 4.9442 -2.7412 -0.019 -0.003 0.010
H -0.4799 5.0096 -1.6450 0.009 0.014 -0.027
H -1.1166 3.1515 -0.1085 -0.002 0.036 0.043
H 4.5352 -2.2857 2.2791 0.015 -0.019 0.002
S -2.9636 1.4333 -0.1668 0.080 -0.133 0.191
C -3.8631 -0.0184 -0.4085 -0.254 0.087 -0.194
S -3.2118 -1.5944 -0.2417 0.155 0.094 0.091
C -5.2174 0.1143 -0.7987 0.085 -0.068 -0.060
C -5.8377 1.3676 -1.0092 -0.088 0.162 -0.007
N -6.4122 2.3534 -1.2077 -0.020 0.054 -0.026
C -6.0526 -0.9988 -1.0596 -0.123 -0.123 0.044
N -6.8001 -1.8554 -1.2782 -0.021 -0.037 -0.049
C 2.4589 -1.8391 -4.8012 0.121 -0.054 -0.026
C 1.0833 -1.4854 -5.3472 -0.192 -0.062 -0.085
C 0.0319 -1.3641 -4.2498 -0.052 -0.101 -0.103
S 0.3352 0.0479 -3.1666 0.044 0.122 0.017
O -0.5778 -0.1444 -2.0147 0.171 0.089 -0.371
C -0.4198 1.3657 -4.1956 -0.052 -0.101 -0.169
C -1.8030 1.7686 -3.6989 0.004 0.005 0.055
C -2.8955 0.7388 -3.9435 -0.074 0.005 0.090
H 3.1960 -1.9181 -5.6024 0.008 -0.013 -0.011
H 2.4246 -2.7950 -4.2761 -0.006 -0.040 0.012
H 2.8128 -1.0936 -4.0908 0.003 0.075 0.035
H 0.7544 -2.2617 -6.0456 0.025 0.015 0.016
H 1.1288 -0.5634 -5.9363 0.028 0.037 0.054
H 0.0722 -2.2160 -3.5674 0.040 0.033 0.061
H -0.9877 -1.2886 -4.6279 0.002 0.033 -0.041
H -0.4552 0.9939 -5.2243 0.026 0.026 -0.030
H 0.2626 2.2158 -4.1695 0.094 -0.005 0.101
H -2.0414 2.7279 -4.1722 -0.067 -0.048 -0.018
H -1.7734 1.9413 -2.6214 0.053 0.053 0.033
H -2.9737 0.4520 -4.9981 0.016 0.013 -0.026
H -3.8571 1.1341 -3.6144 -0.012 0.015 -0.043
H -2.7172 -0.1467 -3.3333 0.016 -0.062 -0.017
F 2.8281 -6.5457 1.6864 0.032 0.037 -0.018
C 1.5925 -6.5379 1.1614 0.039 -0.136 0.047
F 1.5184 -7.6417 0.3715 -0.033 0.050 -0.066
F 0.7327 -6.7476 2.1714 -0.050 0.038 -0.005
C 1.2979 -5.2819 0.3956 -0.045 -0.020 -0.001
C 2.3211 -4.6224 -0.2676 -0.092 0.095 0.055
C 1.9939 -3.4594 -0.9497 0.015 -0.079 0.205
N 0.7649 -2.9615 -1.0082 0.057 0.042 -0.286
C -0.2135 -3.6085 -0.3795 0.198 -0.074 0.058
C 0.0091 -4.7776 0.3412 0.006 0.102 -0.064
H 3.3442 -4.9681 -0.2203 0.003 -0.028 0.024
H 2.7712 -2.8836 -1.4419 0.007 0.010 -0.068
H -1.1933 -3.1508 -0.4241 -0.115 0.033 -0.020
H -0.8137 -5.2458 0.8621 0.038 -0.050 0.033
```
Forces are in eV/Å.

Summary:
* Kohn-Sham gap: 4.9 eV
* total charge: -2
* 2S+1: 1
* largest force on an atom: 0.81 eV/Å
* ΔE to the lowest compared entry with this formula, charge and spin: 7.61 kcal per mole

Atom charges from the Mulliken analysis, given in e for atoms 1 to 8: 0.759 -0.310 0.342 -0.641 -0.514 -0.151 -0.856 1.071

=====

DFT (the ωB97M-V functional and the def2-TZVPD basis) results for an isolated ion of composition C3H4FO3S and charge -1.

```
12
Properties=species:S:1:pos:R:3:forces:R:3
C -0.2125 1.4873 1.2349 -0.691 -2.876 -1.409
C -0.7369 0.1430 0.1247 4.837 -0.053 3.644
C 0.6342 -0.5143 -0.2345 1.211 -0.903 1.439
O -0.5658 0.1849 3.0185 -0.103 -0.764 0.842
O 1.8511 -0.1232 2.4148 -0.869 0.716 0.106
O -0.8359 2.4891 1.2347 -0.172 1.189 -0.186
F 0.5870 -1.1515 -1.4755 -0.263 -0.146 -0.856
S 0.7570 0.8340 2.7874 0.435 -0.090 -0.613
H -1.3334 -0.5762 0.6195 -0.825 -0.337 0.694
H -1.1936 0.5832 -0.6672 -1.169 1.388 -2.429
H 1.4479 0.2254 -0.2762 -0.402 0.148 -0.327
H 1.1549 -1.3179 0.4703 -1.989 1.729 -0.905
```
Forces are in eV/Å.

Summary:
* Kohn-Sham gap: 7.5 eV
* total charge: -1
* 2S+1: 1
* SMILES string: O=S(=O)=C([O-])CCF
* largest force on an atom: 6.06 eV/Å
* ΔE to the lowest compared entry with this formula, charge and spin: 29.32 kcal per mole

Atom charges from the Mulliken analysis, given in e for atoms 1 to 8: 0.355 -0.608 -0.223 -0.605 -0.617 -0.526 -0.332 0.438

=====

DFT (the ωB97M-V functional and the def2-TZVPD basis) results for a 2-piece molecular cluster, C11H12O3S overall.

```
27
Properties=species:S:1:pos:R:3:forces:R:3
C -2.8260 2.8286 -2.6839 0.939 -0.140 0.463
C -1.6041 2.8583 -3.3806 -0.782 -3.259 5.635
C -2.9782 2.0762 -1.4945 2.309 -0.369 -1.718
C -0.5293 2.1392 -2.8413 0.223 -0.169 -1.374
C -1.9404 1.2416 -1.0711 1.084 0.699 -0.918
C -0.7452 1.2686 -1.7467 1.390 0.368 -1.637
C 1.4746 -1.8781 2.3000 -2.445 0.259 3.269
C 2.6938 -2.0087 1.9312 2.708 0.067 -1.197
C 0.3747 -1.6747 3.2229 3.623 -0.347 -2.522
C 3.1483 -2.3652 0.5504 -4.715 1.544 -1.563
C -0.1787 -1.3035 4.3070 -4.816 0.100 -0.673
O 1.0719 0.8844 0.0664 -0.328 -1.393 -1.169
O -0.2257 -1.2141 -0.8281 0.624 1.286 -0.183
O 0.1383 -2.0172 1.8983 -0.723 -0.058 -0.983
S 0.6506 0.1840 -1.1950 -0.734 1.101 1.237
H -3.5123 3.5336 -3.1181 -0.983 -0.249 0.441
H -1.5751 3.4236 -4.1840 0.687 2.587 -3.796
H -3.8139 1.9695 -0.9223 -2.621 0.463 1.098
H 0.4029 2.2812 -3.4469 -0.494 -0.756 1.125
H -1.8172 0.6012 -0.2264 -1.342 -0.284 0.775
H 3.5512 -1.8338 2.5814 -0.809 0.152 0.554
H 4.1518 -2.5257 0.4668 2.616 -0.212 -0.258
H 2.7377 -1.5621 -0.2276 1.254 -1.561 1.527
H 2.5944 -3.2697 0.3028 0.264 -0.245 -0.445
H -0.2123 -1.3459 0.1407 -0.017 0.093 0.043
H 0.2462 -1.1155 5.1908 2.409 0.666 2.823
H -1.2781 -1.1756 4.4079 0.682 -0.344 -0.554
```
Forces are in eV/Å.

Summary:
* Kohn-Sham gap: 10.1 eV
* total charge: 0
* 2S+1: 1
* largest force on an atom: 6.56 eV/Å
* ΔE to the lowest compared entry with this formula, charge and spin: 91.27 kcal per mole

Atom charges from the Mulliken analysis, given in e for atoms 1 to 8: -0.324 -0.687 -0.765 -0.298 -0.292 0.535 0.276 -0.079

=====

DFT (the ωB97M-V functional and the def2-TZVPD basis) results for a 2-piece molecular cluster, C7H12N2O2S overall.

```
24
Properties=species:S:1:pos:R:3:forces:R:3
C -1.7024 -2.1321 0.7197 1.025 0.259 -1.842
C 0.3172 -1.9435 -0.6397 0.540 1.446 0.534
C -1.0893 0.9638 0.6509 2.665 0.492 1.089
C 0.1435 1.0606 -1.6846 -2.333 1.674 0.991
C 1.4547 -0.3229 2.1667 3.000 1.346 0.749
C -1.0924 -2.3127 -0.6615 -2.111 2.223 0.471
C 0.0485 0.6039 -0.2810 1.915 -2.606 1.666
N -2.1006 -2.0651 1.7864 -0.369 -0.080 0.675
N 1.4777 -2.1277 -0.7254 0.191 -0.695 -0.107
O 2.6618 -0.0068 -0.2486 -0.317 -0.439 0.015
O 2.0149 1.9920 1.1158 -0.475 -2.073 -1.304
S 1.6192 0.6479 0.5984 -0.979 3.303 1.832
H -1.2403 0.1267 1.3336 -0.473 0.598 0.069
H -0.8233 1.8917 1.2188 -0.351 -0.618 -0.173
H -1.9298 1.1980 0.0944 -1.919 0.171 -1.037
H 1.0388 0.7945 -2.1278 1.857 -0.187 -0.995
H -0.6704 0.6560 -2.2610 -0.430 -0.659 -0.388
H -0.1064 2.1409 -1.7334 0.778 -0.123 -0.205
H 0.4597 -0.6858 2.2141 -0.606 -0.800 0.333
H 2.3250 -1.0495 2.1230 -1.542 0.281 -0.099
H 1.7584 0.3534 3.0973 -1.068 -1.065 -2.300
H -1.4133 -3.3197 -0.8374 0.619 -0.859 -0.987
H -1.5578 -1.5711 -1.4328 0.390 -1.447 1.467
H 2.1925 -1.2072 -0.4879 -0.008 -0.141 -0.453
```
Forces are in eV/Å.

Summary:
* Kohn-Sham gap (spin up / spin down): 7.7 / 7.7 eV
* total charge: 0
* 2S+1: 1
* largest force on an atom: 3.90 eV/Å
* ΔE to the lowest compared entry with this formula, charge and spin: 150.07 kcal per mole

Atom charges from the Mulliken analysis, given in e for atoms 1 to 8: 0.218 0.441 -1.620 -1.551 -0.867 -0.275 0.599 -0.428